This record from OMol25 describes a 3-piece molecular cluster, C31H43NO10P2S overall in a non-equilibrium geometry. The level of theory is the ωB97M-V functional and the def2-TZVPD basis.

Frontier orbital gap (eV): 6.84
DFT total energy (hartree): -3094.0515
SMILES: C#Cc1cccc2c1C(=O)c1cc(S)c(N=C(C)C)cc1C2=O.CCOP(=O)(OCC)OCC.CCOP(=O)(OCC)OCC
LUMO level (hartree): -0.0661
E_HOMO (eV): -8.638

Each line ends with the Löwdin charge.
Atoms and positions in Å:
C1 -7.18124 2.57218 -1.09872  0.071
C2 -6.68319 2.12758 -2.36063  -0.052
C3 -5.73924 1.32334 -3.48276  -0.121
C4 -6.37631 0.24863 -4.56871  -0.020
C5 -5.36099 -0.52880 -5.64403  -0.018
C6 -3.71772 -0.22303 -5.68742  0.024
C7 -3.07680 0.84257 -4.61128  -0.019
C8 -4.11865 1.57508 -3.52721  0.010
C9 -3.38000 2.60630 -2.43697  -0.182
O1 -3.89763 3.80203 -2.08269  -0.037
C10 -1.91226 2.04760 -1.86156  -0.029
C11 -1.44303 2.14868 -0.29139  -0.001
C12 0.03364 1.51257 0.15243  -0.441
S1 0.44794 1.63434 2.00832  0.601
C13 1.06811 0.78710 -0.93921  -0.165
N1 2.40218 0.18109 -0.53410  0.016
C14 3.41511 1.11035 -0.55511  -0.253
C15 3.53977 2.36963 0.51824  -0.078
C16 4.63886 0.97312 -1.67800  -0.057
C17 0.58910 0.69526 -2.51993  0.058
C18 -0.87188 1.30853 -2.94193  -0.024
C19 -1.44825 1.20978 -4.50899  -0.186
O2 -0.68338 1.44555 -5.59506  -0.039
H1 -7.76148 2.98121 -0.15859  0.056
H2 -7.53479 -0.01099 -4.59614  0.111
H3 -5.87920 -1.30302 -6.36107  0.093
H4 -2.99223 -0.76710 -6.42774  0.105
H5 -2.14498 2.66904 0.51906  0.114
H6 -0.37581 0.67372 2.67702  -0.104
H7 4.60621 2.86724 0.51923  0.084
H8 2.67180 3.15497 0.42562  0.084
H9 3.41775 1.87071 1.59579  0.074
H10 4.22758 0.91445 -2.78182  0.093
H11 5.38716 1.86875 -1.51233  0.078
H12 5.21264 -0.02369 -1.39966  0.096
H13 1.24978 0.20633 -3.37016  0.112
C20 3.50827 4.62942 8.01798  -0.080
C21 4.83267 3.89389 8.11596  -0.298
O3 5.13875 3.17821 6.92634  -0.250
P1 5.80947 3.96105 5.61357  0.763
O4 6.88166 4.67715 6.47082  -0.261
O5 6.79782 2.71324 5.12176  -0.232
C22 8.21110 2.82918 5.19599  -0.303
C23 8.72999 2.36591 6.54777  -0.075
O6 4.61147 3.16092 4.65573  -0.217
C24 3.23368 3.12064 4.95868  -0.303
C25 2.53872 4.40896 4.57687  -0.077
H14 3.51940 5.34594 7.19365  0.063
H15 3.29756 5.17245 8.94482  0.082
H16 2.68460 3.93265 7.84285  0.073
H17 5.62801 4.59055 8.38927  0.103
H18 4.76916 3.15809 8.92473  0.121
H19 8.52642 3.85049 4.96549  0.104
H20 8.63594 2.18847 4.41380  0.116
H21 8.20306 2.83419 7.38259  0.068
H22 9.79611 2.58429 6.64678  0.078
H23 8.58713 1.28600 6.66261  0.078
H24 3.05537 2.84691 5.99753  0.096
H25 2.80197 2.30385 4.36775  0.113
H26 3.07625 5.28218 4.94946  0.063
H27 1.51393 4.42031 4.96194  0.087
H28 2.49362 4.50203 3.48701  0.072
C26 -4.42898 -7.36604 -5.06936  -0.081
C27 -5.14127 -6.15780 -4.48844  -0.299
O7 -4.52089 -5.68969 -3.29804  -0.250
P2 -3.17356 -4.70725 -3.37283  0.765
O8 -3.80505 -3.76429 -4.42606  -0.273
O9 -3.54691 -3.75737 -2.05599  -0.225
C28 -3.86035 -2.38149 -2.21418  -0.290
C29 -5.34773 -2.18133 -2.45668  -0.070
O10 -2.46797 -5.76087 -2.19601  -0.210
C30 -2.45036 -7.16928 -2.28414  -0.303
C31 -1.37185 -7.65775 -3.22580  -0.082
H29 -3.38974 -7.12940 -5.30815  0.063
H30 -4.92510 -7.70495 -5.98441  0.081
H31 -4.42700 -8.19836 -4.36096  0.073
H32 -5.22144 -5.37241 -5.24298  0.100
H33 -6.16491 -6.44427 -4.22452  0.121
H34 -3.25355 -1.93698 -3.00781  0.090
H35 -3.57996 -1.87059 -1.28511  0.120
H36 -5.73182 -2.81767 -3.25757  0.070
H37 -5.55995 -1.14015 -2.71164  0.030
H38 -5.91977 -2.43999 -1.55910  0.082
H39 -3.43090 -7.57161 -2.53436  0.094
H40 -2.23205 -7.54806 -1.27836  0.131
H41 -1.39928 -7.12776 -4.17904  0.061
H42 -1.47646 -8.73293 -3.40361  0.084
H43 -0.38387 -7.47973 -2.78910  0.080

This record from OMol25 describes a 20-piece molecular cluster, C31H44Cl57N3OP overall in a non-equilibrium geometry. The level of theory is the ωB97M-V functional and the def2-TZVPD basis.

Frontier orbital gap (eV): 9.06
DFT total energy (hartree): -28018.7099
LUMO level (hartree): -0.0793
E_HOMO (eV): -11.220
Charge: +1

Each line ends with the Löwdin charge.
Atoms and positions in Å:
C1 -4.04669 0.77862 -4.03716  -0.187
C2 -4.62886 1.22959 -2.53385  -0.180
C3 -3.44967 1.63339 -1.49417  -0.160
N1 -3.08318 0.55232 -0.45418  -0.161
C4 -1.66575 1.02945 -0.12878  -0.169
N2 -0.60599 0.47114 -1.08702  0.024
C5 -2.98954 -0.83903 -1.11717  -0.115
C6 -4.37483 -1.71634 -0.78391  -0.138
C7 -5.23355 -0.81746 0.28509  -0.140
C8 -4.10046 0.36822 0.62385  -0.456
O1 -5.01568 1.48966 0.99682  -0.121
C9 -5.96596 1.05444 2.04932  -0.252
N3 -6.99360 0.76239 2.78022  0.151
P1 -3.59654 -0.23772 2.40811  1.030
C10 -2.71272 1.21233 3.36695  -0.272
C11 -2.39854 -1.76951 2.26470  -0.377
C12 -0.83160 -1.45471 2.52542  -0.183
H1 -4.09006 -0.41157 -4.08369  0.076
H2 -2.89186 1.05690 -4.15855  0.037
H3 -4.65443 1.26804 -4.91286  0.066
H4 -5.23656 2.23351 -2.76076  0.102
H5 -5.42244 0.45950 -2.16705  0.102
H6 -2.50719 1.93807 -2.16232  0.062
H7 -3.77351 2.65664 -0.97066  0.147
H8 -1.55903 2.21536 -0.22191  0.153
H9 -1.30055 0.76211 0.94293  0.105
H10 0.31821 0.36234 -0.61073  0.007
H11 -0.46920 1.12369 -1.89529  0.082
H12 -2.17768 -1.59207 -0.66856  0.119
H13 -2.62960 -0.82278 -2.25480  0.110
H14 -4.89271 -1.78430 -1.85350  0.120
H15 -4.00107 -2.78423 -0.48230  0.118
H16 -6.19384 -0.47174 -0.31709  0.144
H17 -5.49342 -1.58301 1.13065  0.127
H18 -2.54884 0.76971 4.46317  0.002
H19 -3.48049 2.09331 3.41888  0.065
H20 -1.66281 1.48386 2.94977  0.032
H21 -2.63329 -2.41652 1.28937  0.078
H22 -2.75676 -2.47509 3.16113  0.090
H23 -0.52127 -0.33896 2.65204  0.053
H24 -0.41291 -2.07843 3.43377  0.065
H25 -0.22977 -1.84954 1.57189  0.087
C13 -0.63272 -0.38477 7.11109  -1.512
Cl1 0.88327 -1.30078 7.06592  0.546
Cl2 -0.36835 1.28281 6.57376  0.529
Cl3 -1.86553 -1.17244 6.11144  0.523
H26 -0.99018 -0.36123 8.14371  -0.036
C14 0.49671 -2.48221 -3.94310  -1.504
Cl4 1.85735 -1.48242 -4.48014  0.509
Cl5 0.49687 -2.63699 -2.17803  0.514
Cl6 -1.03785 -1.79953 -4.50759  0.499
H27 0.61002 -3.47932 -4.37620  0.029
C15 3.99468 0.20761 -0.39051  -1.546
Cl7 2.54680 0.55283 0.57064  0.541
Cl8 4.03662 -1.50011 -0.86098  0.493
Cl9 4.05352 1.24912 -1.82277  0.533
H28 4.87395 0.41718 0.22399  -0.060
C16 7.80752 -2.06757 0.60974  -1.519
Cl10 7.06569 -0.52429 0.15442  0.569
Cl11 9.10820 -1.80997 1.78502  0.566
Cl12 6.58853 -3.17485 1.26360  0.524
H29 8.23835 -2.52036 -0.28693  -0.076
C17 1.50686 -4.55058 5.33138  -1.558
Cl13 1.66196 -4.76006 3.57884  0.507
Cl14 0.49007 -5.82625 6.02293  0.523
Cl15 3.10306 -4.54179 6.10055  0.524
H30 1.02751 -3.58696 5.52191  -0.050
C18 10.82844 -1.02727 4.92839  -1.522
Cl16 10.21538 -2.06674 6.22569  0.548
Cl17 10.27232 0.64014 5.15180  0.499
Cl18 12.59809 -1.08964 4.86502  0.509
H31 10.43660 -1.39640 3.97715  -0.058
C19 8.58922 -4.34343 -2.67429  -1.517
Cl19 9.83825 -3.12998 -2.34748  0.549
Cl20 6.97443 -3.65342 -2.43815  0.530
Cl21 8.75816 -4.98301 -4.31805  0.537
H32 8.71768 -5.16842 -1.96892  0.026
C20 -4.18423 -2.77257 8.84048  -1.501
Cl22 -2.91540 -1.59896 9.23040  0.548
Cl23 -5.56004 -1.96748 8.06691  0.546
Cl24 -3.54643 -4.05458 7.79683  0.523
H33 -4.53068 -3.22736 9.77202  0.027
C21 8.26870 -1.77339 9.34803  -1.555
Cl25 7.52687 -0.23011 8.89271  0.505
Cl26 9.56938 -1.51579 10.52331  0.522
Cl27 7.04971 -2.88067 10.00189  0.513
H34 8.69953 -2.22618 8.45136  -0.048
C22 -6.53455 0.37858 10.95991  -1.555
Cl28 -7.27638 1.92186 10.50459  0.520
Cl29 -5.23387 0.63619 12.13519  0.510
Cl30 -7.75354 -0.72870 11.61377  0.516
H35 -6.10372 -0.07421 10.06323  -0.044
C23 -0.81032 -0.68969 -8.52267  -1.511
Cl31 -2.32468 -0.35369 -7.66643  0.474
Cl32 0.44669 -1.20455 -7.38502  0.497
Cl33 -1.06173 -1.92151 -9.77127  0.514
H36 -0.47825 0.23099 -9.00921  0.026
C24 -3.89885 0.51828 -12.15195  -1.532
Cl34 -4.02405 -0.78198 -13.34902  0.541
Cl35 -3.42778 -0.13294 -10.57290  0.477
Cl36 -2.74147 1.74816 -12.68808  0.498
H37 -4.87998 0.98936 -12.05136  -0.093
C25 -4.45742 4.64906 -10.72279  -1.491
Cl37 -3.86621 3.37079 -9.64770  0.504
Cl38 -4.82591 3.99221 -12.32659  0.482
Cl39 -5.88619 5.43425 -10.02880  0.524
H38 -3.67029 5.39969 -10.83065  0.023
C26 -8.52063 2.82420 -12.49441  -1.533
Cl40 -7.00464 1.90819 -12.53958  0.512
Cl41 -8.25627 4.49178 -13.03174  0.527
Cl42 -9.75345 2.03653 -13.49405  0.522
H39 -8.87810 2.84774 -11.46178  -0.062
C27 -9.83244 0.92511 -8.95639  -1.506
Cl43 -10.58409 1.70650 -7.55503  0.525
Cl44 -10.88037 1.05746 -10.37897  0.543
Cl45 -8.24296 1.63519 -9.28635  0.540
H40 -9.69523 -0.13475 -8.72719  0.022
C28 -2.78905 4.62755 -3.86054  -1.457
Cl46 -4.30341 4.96356 -3.00430  0.566
Cl47 -1.53203 4.11269 -2.72289  0.571
Cl48 -3.04045 3.39574 -5.10914  0.596
H41 -2.45697 5.54824 -4.34708  0.026
C29 15.11982 -2.63566 1.72737  -1.530
Cl49 16.20414 -4.03667 1.75547  0.524
Cl50 13.43220 -3.15766 1.59005  0.500
Cl51 15.34801 -1.64320 3.17737  0.497
H42 15.36467 -2.02824 0.85231  0.019
C30 2.29828 3.04665 9.31161  -1.528
Cl52 0.85040 3.39187 10.27276  0.519
Cl53 2.34022 1.33893 8.84113  0.493
Cl54 2.35713 4.08816 7.87935  0.511
H43 3.17756 3.25622 9.92611  0.021
C31 9.53948 4.89766 5.15782  -1.532
Cl55 9.21414 5.96911 6.53095  0.520
Cl56 11.26220 4.49057 5.08077  0.519
Cl57 8.55716 3.42726 5.26968  0.487
H44 9.26853 5.42370 4.23884  0.018